# C3H6FI

C3H6FI in the gas phase (wB97M-V/def2-TZVPD, OMol25).

Values from the calculation:
Frontier orbital gap   9.9495 eV
E_LUMO   0.244 eV
SMILES string   CC(C)(F)I
Energy   -515.44169 a.u.
Energy above the lowest of the compared OMol25 structures with the same formula, charge and spin   24.0 kJ/mol

Structure (XYZ):
```
11
Properties=species:S:1:pos:R:3:mulliken_charge:R:1
C 0.2610 0.1085 -1.2724 -1.30
C -0.4775 -0.2413 0.0211 0.60
C 0.3534 0.2117 1.2568 -1.07
F -0.5580 -1.7026 0.1720 -0.30
I -2.6160 0.3952 -0.0459 0.03
H 0.0130 -0.6233 -2.0435 0.36
H 0.1250 1.0916 -1.5864 0.39
H 1.3638 -0.1427 -1.1335 0.34
H -0.0330 -0.5195 2.0533 0.31
H 0.1558 1.2118 1.6314 0.33
H 1.4124 0.2105 0.9472 0.30
```